{"formula": "C4H20F12O22S4Zn2", "method": "ωB97M-V with the def2-TZVPD basis set", "species": ["H", "H", "H", "F", "O", "H", "O", "O", "F", "O", "O", "H", "C", "O", "O", "O", "H", "O", "F", "O", "F", "H", "H", "F", "C", "H", "O", "H", "H", "Zn", "Zn", "O", "H", "F", "H", "O", "C", "H", "S", "F", "O", "H", "O", "F", "F", "O", "O", "H", "H", "O", "F", "S", "H", "O", "O", "S", "F", "O", "F", "O", "H", "C", "H", "S"], "coordinates": [[-0.18307, 3.93377, -2.44126], [-0.10366, 0.88501, -3.48387], [-0.47962, 3.96032, 2.15338], [-1.42304, -3.46206, -1.31063], [1.90099, 3.55716, -0.87001], [-3.55243, -2.79181, 1.09227], [-3.11943, 1.12252, 1.98093], [2.34908, -0.47072, 5.80981], [-1.34938, -4.74723, 0.45302], [-0.27922, -2.26473, -4.11663], [-3.99946, 1.63594, -3.89776], [-4.04828, 1.27621, 2.15370], [-0.85799, -4.53659, -0.76494], [-1.19312, 3.34476, 1.98535], [0.44248, -3.00379, 3.10499], [4.12300, -2.07369, 5.22105], [0.85859, 2.85057, 4.05616], [0.77854, 0.86462, -3.85474], [-0.42861, -0.69814, -1.60765], [-0.63048, 3.62505, -1.65339], [-2.04802, 3.03635, -6.18582], [0.11566, -2.63323, -3.32637], [3.64820, 1.36652, 0.23619], [-3.45152, 1.43521, -6.94281], [4.20837, 0.54658, 4.22186], [0.81465, 1.62866, -4.43022], [4.53925, 1.62319, -0.00127], [-0.07147, 2.71918, 5.24344], [-1.15311, 2.88018, -1.95049], [-1.47042, 1.86769, 3.24987], [2.05108, -2.51684, 1.88913], [1.53817, -5.82424, -0.75786], [-0.30209, -2.43957, 3.31357], [4.80633, 0.27370, 3.04080], [0.23122, -3.84182, 3.51646], [0.05711, 2.41433, 4.34524], [-2.36660, 1.73820, -6.19363], [1.66607, 2.66384, -0.61895], [-2.70606, 1.12781, -4.33574], [-1.37022, 1.05675, -0.87003], [-0.30959, 0.82344, 1.96922], [-1.57502, 3.63988, 1.15874], [1.44213, 1.01850, 0.18039], [-1.33105, 0.98720, -6.65481], [5.07634, 0.74052, 5.18814], [1.50435, -3.66586, 0.38595], [-2.76089, -0.32208, -4.34127], [-3.10789, 0.59669, 1.18118], [-0.96668, -1.68287, -3.79247], [1.53167, -3.90501, -2.06581], [3.31997, 1.49785, 3.95447], [3.22839, -0.97406, 4.71729], [4.93596, 0.82282, -0.34515], [-1.65914, 1.74500, -3.49966], [1.02986, -1.08723, 1.16089], [0.42067, 0.16411, 0.81704], [-2.00795, -0.88445, 0.03701], [2.49845, -1.38973, 3.47860], [-1.24446, -5.59832, -1.53026], [-3.92995, -1.96007, 1.37851], [1.06410, 4.01812, -0.92792], [-0.94866, -0.16341, -0.46991], [-4.87529, -2.11002, 1.36996], [1.12341, -4.44051, -0.80337]], "mulliken_charge": [0.33, 0.29, 0.31, -0.21, -0.67, 0.29, -0.38, -0.69, -0.24, -0.66, -0.72, 0.27, 0.61, -0.27, -0.25, -0.66, 0.33, -0.60, -0.06, -0.69, -0.21, 0.33, 0.30, -0.20, 0.58, 0.28, -0.61, 0.31, 0.41, 0.66, 0.33, -0.65, 0.26, -0.19, 0.27, -0.30, 0.54, 0.55, 1.12, -0.13, 0.19, 0.30, -0.57, -0.21, -0.17, -0.35, -0.73, 0.26, 0.29, -0.63, -0.20, 1.10, 0.31, -0.70, 0.45, -0.09, -0.05, -0.22, -0.23, -0.57, 0.30, 0.17, 0.29, 1.09], "energy_ha": -8169.422479, "homo_lumo_gap_ev": 3.815, "largest_force_ev_per_a": 5.39, "total_charge": 0, "mol_weight_g_mol": 907.2}

=====

{"formula": "C4H20HgO7", "method": "ωB97M-V with the def2-TZVPD basis set", "species": ["H", "O", "C", "H", "C", "O", "H", "O", "H", "C", "H", "H", "H", "H", "H", "O", "H", "O", "H", "H", "H", "O", "H", "H", "H", "H", "Hg", "H", "H", "O", "C", "H"], "coordinates": [[-5.75500, 9.75400, 9.87800], [-7.73200, 8.31100, 12.76500], [-5.10500, 10.63100, 15.19000], [-3.34400, 9.68100, 15.95600], [-7.75500, 14.35400, 13.52300], [-5.37200, 9.48800, 14.39300], [-4.64100, 11.38300, 14.54600], [-8.70400, 11.17700, 11.52400], [-8.63500, 13.74900, 13.19900], [-4.12800, 10.41000, 16.21800], [-9.28500, 10.61700, 14.41700], [-7.04000, 10.59900, 9.78800], [-4.32800, 11.49100, 10.96200], [-3.46800, 10.68500, 12.00400], [-3.66100, 11.31300, 16.52400], [-8.41600, 10.98500, 14.38400], [-5.49300, 14.22500, 13.66400], [-6.54900, 9.93600, 10.32200], [-7.13500, 7.67000, 12.36000], [-9.38600, 10.76500, 10.95500], [-4.70100, 10.00600, 17.08700], [-4.34500, 10.92500, 11.73900], [-9.08800, 11.94900, 11.89200], [-6.52500, 12.66000, 14.27500], [-7.48300, 15.14000, 12.87300], [-7.87600, 14.76500, 14.49700], [-6.66600, 10.50700, 12.70100], [-6.01000, 11.01800, 15.65200], [-8.14500, 11.06200, 15.30500], [-6.36000, 12.83300, 12.40700], [-6.44800, 13.55600, 13.66100], [-8.21700, 7.84200, 13.43300]], "mulliken_charge": [0.26, -0.52, 0.58, 0.34, -1.09, -0.87, 0.10, -0.44, 0.09, -1.43, 0.22, 0.29, 0.26, 0.24, 0.37, -0.46, 0.22, -0.54, 0.29, 0.25, 0.27, -0.44, 0.20, -0.36, 0.37, 0.39, 1.51, -0.15, 0.21, -0.79, 0.38, 0.24], "energy_ha": -844.317771, "homo_lumo_gap_ev": 6.696, "largest_force_ev_per_a": 3.77, "total_charge": 0, "mol_weight_g_mol": 380.8, "e_above_lowest_kcal_mol": 43.7}

=====

{"formula": "C4H20N2O7", "method": "ωB97M-V with the def2-TZVPD basis set", "species": ["N", "O", "C", "O", "C", "H", "H", "H", "O", "H", "H", "O", "H", "H", "O", "O", "H", "O", "H", "H", "H", "N", "H", "H", "H", "H", "C", "H", "H", "C", "H", "H", "H"], "coordinates": [[-1.17580, -0.77797, 1.40839], [1.68948, -0.90988, -0.29988], [0.25743, -0.62362, 1.66674], [-0.45453, -2.03193, -1.55439], [1.07428, -0.16150, 0.43358], [-2.99891, 1.13540, -0.68783], [2.39819, 0.38412, -1.73300], [0.59287, 1.24982, -2.60742], [-2.93932, -0.93316, -1.41964], [-1.94978, -1.16968, -1.53689], [1.27726, 3.30761, 0.66991], [-0.32755, 2.45483, -0.12676], [-3.29538, -1.80022, -1.60554], [-0.64741, -2.06022, -2.52900], [-2.50467, 1.27547, 0.11360], [3.33072, 0.59610, -1.87668], [0.06884, -1.17780, -1.65410], [-0.11370, 0.63595, -2.35107], [0.22317, 2.21480, 1.84085], [1.37197, -2.59961, 1.85824], [2.25834, 1.38072, -0.04218], [1.47479, 1.17622, 0.56667], [1.84929, -1.31340, 2.99883], [0.29555, -2.25438, 3.05547], [-2.50545, 0.65718, 0.84885], [-1.50922, -1.50795, 2.07558], [1.04030, -1.69118, 2.38410], [-1.28157, 2.05394, -0.01926], [0.39825, 0.32678, 2.25860], [0.63827, 2.36333, 0.84798], [-1.47923, -1.01334, 0.44514], [-0.79144, 1.10153, -1.86387], [3.73497, -0.28795, -1.56498]], "mulliken_charge": [-0.43, -0.68, 0.62, -0.71, 0.25, 0.30, 0.27, 0.30, -0.65, 0.34, 0.28, -0.62, 0.30, 0.33, -0.63, -0.71, 0.40, -0.65, 0.35, 0.32, 0.54, -0.18, 0.40, 0.36, 0.33, 0.22, -1.46, 0.44, -0.09, -0.53, 0.30, 0.31, 0.37], "energy_ha": -800.561631, "smiles": "C[C@H](N)C(=O)NCO.O.O.O.O.O", "homo_lumo_gap_ev": 10.035, "largest_force_ev_per_a": 3.55, "total_charge": 0, "mol_weight_g_mol": 208.2, "e_above_lowest_kcal_mol": 47.6}

=====

{"formula": "C4H20N8O6", "method": "ωB97M-V with the def2-TZVPD basis set", "species": ["H", "N", "H", "C", "H", "N", "H", "C", "N", "H", "N", "H", "N", "O", "C", "H", "O", "O", "N", "H", "N", "O", "H", "H", "H", "H", "O", "N", "H", "H", "H", "O", "H", "H", "C", "H", "H", "H"], "coordinates": [[1.28333, -4.51973, 0.43035], [1.86841, -3.80473, 0.83847], [-3.13368, -1.59439, 4.25859], [-2.63597, -0.59306, 2.64871], [1.94554, -0.05914, 0.48076], [-1.34234, 3.97559, -1.53083], [-1.23369, 0.47614, -0.78430], [-0.94085, 2.73520, -1.50127], [2.03657, 0.89840, 0.17267], [-1.63474, -0.67462, -1.68252], [-1.57531, -0.04488, 2.16552], [-0.18874, -1.83965, -0.24890], [4.16201, 0.52091, 0.56354], [-1.89354, -0.53102, -3.66388], [3.17609, 1.36424, 0.09375], [-1.51866, 0.03502, 1.16028], [-1.49568, -0.44428, -0.76391], [-0.65226, 2.13533, -0.48599], [0.28826, -2.67522, 0.05832], [-1.46290, 4.50706, -2.38119], [-0.86430, 2.13945, -2.63308], [-3.63546, -0.86538, 2.03812], [-0.13595, 1.44891, -2.74607], [-0.89897, 2.76037, -3.42891], [-1.86413, -1.10219, -4.43143], [1.21635, 1.43478, -0.07152], [1.75747, -1.58238, 1.39411], [-2.52614, -0.86808, 3.90721], [-0.76964, 0.21952, 2.71425], [-0.98726, -0.24918, -3.53961], [3.96931, -0.24233, 1.19634], [3.33577, 2.54173, -0.23871], [-0.04722, -3.54200, -0.33694], [5.11306, 0.85769, 0.51690], [1.37615, -2.59416, 0.80058], [-1.73846, -0.67528, 4.50929], [2.79516, -4.00591, 1.18596], [-1.14761, 4.45725, -0.66469]], "lowdin_spin": [0.00, 0.01, 0.00, 0.00, 0.00, 0.02, 0.01, 0.06, 0.01, 0.02, 0.00, 0.01, 0.00, 0.24, 0.02, 0.00, 0.09, 0.01, 0.02, 0.02, 0.07, 0.00, 0.09, 0.07, 0.06, 0.00, 0.00, 0.00, 0.00, 0.10, 0.00, 0.01, 0.02, 0.00, 0.03, 0.00, 0.00, 0.00], "spin_multiplicity": 2, "s2": 0.750, "energy_ha": -1053.988179, "homo_lumo_gap_ev": [2.552, 9.006], "largest_force_ev_per_a": 7.55, "total_charge": -1, "mol_weight_g_mol": 276.3, "e_above_lowest_kcal_mol": 0.0}

=====

{"formula": "C4H20NO8S", "method": "ωB97M-V with the def2-TZVPD basis set", "species": ["H", "O", "H", "O", "H", "H", "C", "H", "H", "H", "H", "O", "C", "H", "H", "H", "H", "N", "H", "H", "S", "O", "C", "H", "H", "H", "H", "H", "O", "O", "H", "O", "C", "O"], "coordinates": [[3.09395, -0.05422, 0.13902], [1.67626, 1.04312, -1.63806], [-1.34267, 2.51578, 1.04731], [-2.30400, -3.07298, -1.26716], [1.78296, -0.85758, 2.29973], [-0.92338, 0.44617, 0.33323], [1.43163, -1.03523, 1.26764], [-1.50164, 0.19987, -3.35663], [-1.16373, -1.44742, 2.16484], [1.95916, 2.90201, 0.39934], [0.52533, -2.48396, -1.34282], [0.14796, -1.20611, 1.24516], [1.15616, 0.73966, -0.59424], [1.26470, 1.14172, 4.09599], [0.30908, 0.81064, -3.48324], [-1.75746, -0.85198, -2.41676], [0.55620, -0.01525, 3.33832], [2.00447, 0.05926, 0.34520], [-0.20473, -1.82458, -0.05576], [0.70163, 1.91656, -2.77152], [1.20387, 3.17312, 1.41895], [-1.91480, -1.68148, 2.74613], [-0.24565, 2.69904, 0.51914], [1.85487, -1.97806, 0.91265], [-2.11043, -3.03034, -2.13970], [-0.90953, 1.30875, -1.18709], [-1.43029, -2.78475, -0.75086], [-0.40550, 3.41712, -0.46695], [0.67688, 0.32729, 4.26178], [-0.09004, -1.90809, -1.13027], [-2.04019, -1.01498, 3.26484], [0.44368, 1.71176, -3.80315], [-0.25913, 1.19911, -0.28261], [-2.18561, -0.36394, -3.11247]], "mulliken_charge": [0.26, -0.79, 0.32, -0.72, 0.55, 0.07, -0.93, 0.29, 0.46, 0.13, 0.18, -0.81, 0.06, 0.34, 0.30, 0.36, 0.31, 0.04, 0.43, 0.43, -0.22, -0.67, -0.47, 0.24, 0.24, 0.19, 0.45, 0.26, -0.68, -0.63, 0.24, -0.72, 0.13, -0.65], "energy_ha": -1219.205764, "homo_lumo_gap_ev": 8.298, "largest_force_ev_per_a": 8.11, "total_charge": -1, "mol_weight_g_mol": 242.3, "e_above_lowest_kcal_mol": 122.5}

=====

{"formula": "C4H20NO8S", "method": "ωB97M-V with the def2-TZVPD basis set", "species": ["N", "O", "H", "O", "S", "H", "O", "O", "H", "H", "H", "H", "H", "H", "H", "H", "H", "H", "H", "H", "C", "C", "H", "O", "H", "O", "O", "H", "O", "H", "H", "H", "C", "C"], "coordinates": [[-0.28083, -0.69656, -0.04875], [-2.64920, 3.34034, 0.90585], [-0.22271, 0.28292, -2.98346], [3.60951, 1.85039, 0.13311], [-0.18933, -2.44389, 3.68480], [-1.81922, 1.12756, -2.51096], [2.89633, -2.77451, -2.07929], [0.59842, 1.08786, -1.08886], [3.15980, -2.12202, -2.75756], [-1.84381, 2.98840, 0.70430], [-2.21115, -1.87418, 0.21254], [-0.62315, 3.21681, 0.55576], [0.30517, 2.49405, -0.31654], [-0.77350, 1.49415, -1.24498], [-1.55556, -3.41737, 0.37289], [-1.11690, -0.25906, -0.34735], [2.45320, -2.28009, -1.40491], [2.77748, 1.83413, 0.58449], [3.76013, 0.92978, 0.63668], [0.64324, -0.36501, 2.76261], [-0.29273, -1.62395, 1.08069], [0.89265, 0.09979, -0.37275], [-2.02345, -2.66461, 1.75207], [1.97892, -0.36235, -0.01777], [0.81774, -3.13019, 3.24061], [0.27396, 3.10157, 0.44281], [-0.54888, 0.55536, -3.84525], [-1.04254, -0.43504, 2.79078], [-1.66315, 1.65862, -1.74730], [-0.72234, 1.45890, -3.90384], [0.54639, -2.23958, 0.75642], [-3.29519, 2.60348, 0.60937], [-1.58229, -2.44021, 0.90269], [-0.25699, -0.99551, 2.54107]], "lowdin_spin": [0.62, 0.00, 0.00, 0.00, 0.04, 0.00, 0.00, 0.05, 0.00, 0.00, 0.00, 0.00, 0.00, 0.00, 0.00, 0.02, 0.00, 0.00, 0.00, 0.00, 0.07, 0.03, 0.00, 0.08, 0.00, 0.00, 0.00, 0.00, 0.00, 0.00, 0.02, 0.00, 0.01, 0.06], "spin_multiplicity": 2, "s2": 0.757, "energy_ha": -1219.078572, "homo_lumo_gap_ev": [10.509, 5.316], "largest_force_ev_per_a": 6.15, "total_charge": 0, "mol_weight_g_mol": 242.3}